[1]
The following is a DFT calculation (ωB97M-V with the def2-TZVPD basis set) of a molecular structure, C34H32BF9IMoN4O5PTe2 at a distorted geometry.

CARTESIAN COORDINATES (ANGSTROEM)
Mo (-1.94, -0.42, -0.11)
C (-1.58, -4.32, -2.24)
C (-0.57, -4.13, -1.14)
N (0.49, -4.95, -1.09)
C (1.36, -4.77, -0.09)
C (1.24, -3.82, 0.90)
C (2.25, -3.73, 2.00)
O (1.88, -4.49, 3.18)
C (0.11, -2.95, 0.88)
C (-0.18, -2.07, 1.95)
N (-1.24, -1.23, 1.97)
C (-1.61, -0.59, 3.13)
C (-0.82, -0.46, 4.29)
C (-1.28, 0.30, 5.37)
C (-2.53, 0.90, 5.35)
C (-3.35, 0.69, 4.24)
C (-2.90, -0.06, 3.17)
I (-4.03, -3.17, 2.35)
C (-0.77, -3.12, -0.21)
O (-1.86, -2.32, -0.32)
H (-1.15, -4.95, -3.02)
H (-1.87, -3.36, -2.66)
H (-2.48, -4.79, -1.84)
H (2.22, -5.44, -0.08)
H (2.42, -2.69, 2.27)
H (3.20, -4.14, 1.66)
H (0.93, -4.45, 3.25)
H (0.43, -2.14, 2.84)
H (0.15, -0.94, 4.35)
H (-0.64, 0.41, 6.24)
H (-2.87, 1.50, 6.18)
H (-4.36, 1.09, 4.21)
Te (-4.11, -0.50, 1.51)
N (-2.35, 1.48, -3.65)
C (-1.47, 2.50, -3.04)
C (-1.59, 2.74, -1.52)
O (-0.93, 3.71, -1.16)
O (-2.31, 1.98, -0.76)
H (-1.95, 1.09, -4.51)
H (-3.29, 1.85, -3.79)
H (-2.47, 0.69, -3.04)
H (-1.67, 3.45, -3.51)
H (-0.44, 2.21, -3.24)
F (0.44, -2.19, -4.22)
B (-0.46, -1.14, -4.01)
F (-0.56, -0.83, -2.61)
F (-1.75, -1.44, -4.51)
F (0.01, 0.06, -4.68)
F (-4.34, 2.74, -2.46)
Te (-4.72, 1.17, -1.20)
F (-4.49, 1.60, 1.70)
F (-6.53, 1.77, -1.60)
F (-5.78, -0.44, -0.81)
F (-4.95, 0.48, -2.96)
O (-3.23, -0.30, -1.33)
N (-0.25, 0.30, 0.12)
P (1.16, 0.94, -0.07)
C (2.53, 0.22, 0.91)
C (2.33, 0.22, 2.29)
C (3.34, -0.21, 3.14)
C (4.55, -0.64, 2.62)
C (4.76, -0.63, 1.25)
C (3.75, -0.20, 0.39)
C (1.24, 2.62, 0.58)
C (2.35, 3.44, 0.35)
C (2.41, 4.70, 0.92)
C (1.37, 5.13, 1.75)
C (0.29, 4.30, 2.01)
C (0.22, 3.05, 1.43)
C (1.75, 0.91, -1.77)
C (2.06, -0.34, -2.32)
C (2.47, -0.42, -3.65)
C (2.55, 0.73, -4.42)
C (2.21, 1.96, -3.88)
C (1.80, 2.06, -2.56)
H (1.39, 0.57, 2.69)
H (3.17, -0.22, 4.22)
H (5.34, -0.98, 3.28)
H (5.70, -0.96, 0.84)
H (3.92, -0.18, -0.68)
H (3.16, 3.09, -0.29)
H (3.26, 5.35, 0.73)
H (1.42, 6.13, 2.19)
H (-0.51, 4.64, 2.66)
H (-0.63, 2.40, 1.61)
H (1.93, -1.24, -1.73)
H (2.68, -1.39, -4.08)
H (2.84, 0.66, -5.46)
H (2.23, 2.85, -4.50)
H (1.50, 3.01, -2.14)

## Properties
* frontier orbital gap (spin up / spin down): 0.17993 / 0.26039 Ha
* E_tot: -110953.373 eV
* relative energy (zero: lowest compared OMol25 entry of this formula, charge and spin): 214.60 kJ/mol
* charge: -2
* spin multiplicity: 3
* max |F|: 3.6 eV Å⁻¹

These are the Löwdin partial charges, in e, on atoms 1 to 8: Mo 1.5515; C -0.0135; C -0.2702; N 0.0880; C -0.1313; C -0.1746; C -0.2125; O -0.0757

[2]
The following is a DFT calculation (ωB97M-V with the def2-TZVPD basis set) of a single C5H7BrO molecule at a distorted geometry.

CARTESIAN COORDINATES (ANGSTROEM)
C (-0.13, 0.74, -0.79)
C (0.64, 1.91, -0.57)
C (-0.22, -0.17, 0.18)
C (2.43, 1.04, 0.69)
C (-1.06, -1.42, 0.06)
O (1.71, 2.01, 0.21)
Br (2.68, -0.59, -0.08)
H (-0.81, 0.49, -1.68)
H (0.49, 2.87, -1.06)
H (0.20, 0.18, 1.10)
H (3.12, 1.49, 1.32)
H (-1.33, -1.51, -0.95)
H (-2.02, -1.51, 0.70)
H (-0.47, -2.20, 0.48)

## Properties
* frontier orbital gap (spin up / spin down): 0.28081 / 0.27865 Ha
* E_tot: -77383.798 eV
* relative energy (zero: lowest compared OMol25 entry of this formula, charge and spin): 358.68 kJ/mol
* max |F|: 3.2 eV Å⁻¹

These are the natural (NBO) partial charges, in e, on atoms 1 to 8: C -0.3261; C 0.0824; C -0.1551; C -0.1017; C -0.6423; O -0.3952; Br 0.1124; H 0.2176

[3]
The following is a DFT calculation (ωB97M-V with the def2-TZVPD basis set) of 5 unconnected molecules or ions with the total composition C8H26INO6 at a distorted geometry.

CARTESIAN COORDINATES (ANGSTROEM)
O (-2.16, 22.31, -16.04)
H (-2.02, 23.01, -15.38)
H (-2.79, 22.62, -16.73)
H (-2.69, 21.58, -15.55)
I (-4.98, 21.52, -14.93)
C (-3.56, 17.84, -17.54)
C (-3.14, 19.08, -18.35)
C (-2.69, 18.68, -19.76)
O (-3.79, 18.46, -20.61)
C (-3.95, 19.47, -21.58)
N (-4.29, 20.03, -18.46)
H (-3.98, 18.15, -16.59)
H (-2.66, 17.25, -17.34)
H (-4.30, 17.26, -18.10)
H (-2.40, 19.62, -17.74)
H (-2.10, 17.77, -19.65)
H (-2.00, 19.44, -20.15)
H (-3.20, 19.49, -22.37)
H (-4.00, 20.46, -21.11)
H (-4.92, 19.30, -22.06)
H (-5.06, 19.52, -18.87)
H (-4.54, 20.23, -17.49)
C (-6.03, 19.30, -11.28)
C (-6.00, 20.71, -10.71)
O (-6.47, 21.72, -11.59)
O (-4.95, 19.10, -12.17)
H (-7.01, 19.11, -11.71)
H (-5.89, 18.60, -10.45)
H (-4.96, 20.89, -10.38)
H (-6.62, 20.82, -9.81)
H (-5.98, 21.71, -12.42)
H (-5.18, 19.51, -13.02)
C (-8.80, 19.68, -16.15)
C (-9.21, 19.37, -14.71)
O (-8.22, 19.71, -13.76)
O (-7.45, 19.37, -16.38)
H (-9.01, 20.74, -16.35)
H (-9.44, 19.14, -16.85)
H (-9.35, 18.29, -14.61)
H (-10.16, 19.84, -14.42)
H (-8.19, 20.65, -13.56)
H (-6.94, 20.05, -15.92)

## Properties
* frontier orbital gap: 0.29383 Ha
* E_tot: -30590.942 eV
* relative energy (zero: lowest compared OMol25 entry of this formula, charge and spin): 0.00 kJ/mol
* max |F|: 2.0 eV Å⁻¹

These are the natural (NBO) partial charges, in e, on atoms 1 to 8: O -0.8104; H 0.5546; H 0.5703; H 0.5343; I -0.8061; C -0.6279; C -0.0647; C -0.0692